1.
ORCA calculation (wB97M-V/def2-TZVPD) on 2 unconnected molecules or ions with the total composition C21H41BFN6O10P2S at a distorted geometry.

The energy above the lowest of the compared OMol25 structures with the same formula, charge and spin comes out at 1446.9 kJ/mol. The HOMO energy is -11.66 eV. As for the maximum force: 9.6 eV/Å. The calculation puts the energy at -3110.41052 Eh.

The geometry in ORCA input format:
```
! wB97M-V def2-TZVPD RIJCOSX def2/J DEFGRID3
* xyz 1 1
C 4.536 -5.145 -0.099
C 3.662 -4.546 -1.352
C 2.038 -4.650 -1.164
C 1.460 -3.749 0.128
O 0.758 -2.633 -0.459
C 0.555 -1.455 0.343
P 0.385 -2.126 2.196
N 1.822 -2.194 2.947
N 1.829 -0.733 0.528
C 2.077 0.412 -0.382
F 3.137 1.186 0.393
S 3.274 -0.348 -1.669
C 0.839 1.290 -0.892
C 1.345 2.053 -2.228
P 2.869 3.158 -2.193
O 2.530 4.424 -3.145
O 4.303 2.471 -2.996
O 3.440 3.851 -0.738
C 0.711 2.439 0.347
C 0.635 1.944 1.951
C 0.438 3.056 3.185
C 0.307 4.624 2.673
C 0.379 4.869 1.048
N 0.544 3.872 -0.038
N -0.587 0.667 -0.953
B -0.681 -0.047 -2.330
O 0.428 -0.929 -2.856
O -1.736 -0.164 -3.311
N -1.600 1.517 -0.795
C -2.342 1.917 0.385
C -3.256 1.244 1.541
O -2.370 3.277 0.588
C -2.209 2.358 -1.811
C -1.930 3.817 -2.485
O -3.479 1.986 -2.180
C -0.780 -0.526 -0.011
C -1.909 -1.627 -0.321
C -3.474 -1.274 -0.528
O -4.018 -2.095 -1.666
C -4.411 -1.818 0.753
N -4.835 -3.275 0.558
H 3.983 -5.984 0.506
H 5.612 -5.480 -0.465
H 4.702 -4.241 0.663
H 3.924 -3.404 -1.438
H 3.966 -5.112 -2.338
H 1.796 -5.804 -0.973
H 1.501 -4.265 -2.135
H 2.451 -3.481 0.733
H 0.782 -4.541 0.711
H -0.349 -3.385 2.214
H -0.424 -1.185 2.982
H 1.827 -1.535 3.777
H 2.692 -1.309 0.549
H 2.824 -1.624 -2.048
H 0.471 2.704 -2.642
H 1.626 1.363 -3.166
H 4.983 2.245 -2.288
H 4.318 3.442 -0.487
H 0.706 0.831 2.297
H 0.377 2.710 4.308
H 0.142 5.439 3.494
H 0.284 6.013 0.715
H 0.122 -1.882 -2.886
H -2.649 -0.330 -2.972
H -3.447 1.919 2.506
H -2.923 0.203 1.951
H -4.346 1.076 1.082
H -1.059 4.442 -2.031
H -2.899 4.514 -2.430
H -1.668 3.625 -3.633
H -0.963 -0.183 1.123
H -1.675 -2.461 -1.144
H -1.956 -2.315 0.664
H -3.749 -0.175 -0.793
H -4.942 -1.702 -1.793
H -3.833 -1.777 1.773
H -5.357 -1.131 0.788
H -4.523 -3.776 1.419
H -5.878 -3.285 0.494
O -0.097 3.974 5.921
H -0.015 4.819 6.389
H -1.023 3.951 5.639
*
```

***

2.
ORCA calculation (wB97M-V/def2-TZVPD) on a gas-phase ion, C4H3Br3NS (charge +1) at a distorted geometry.

The energy above the lowest of the compared OMol25 structures with the same formula, charge and spin comes out at 97.1 kJ/mol. The HOMO energy (spin up / spin down) is -11.14 / -13.58 eV. The expectation value of S² is 2.028. As for the maximum force: 4.7 eV/Å. The calculation puts the energy at -8328.72593 Eh.

The geometry in ORCA input format:
```
! wB97M-V def2-TZVPD RIJCOSX def2/J DEFGRID3
* xyz 1 3
C -0.846 1.408 -0.448
C 0.291 0.561 -0.446
C -1.603 2.385 -0.403
C 1.223 -1.655 -0.127
N 0.196 -0.673 -0.038
S -1.254 -1.219 0.560
Br -1.604 -0.029 2.344
Br 1.827 1.454 -0.911
Br -2.844 3.639 -0.350
H 2.206 -1.443 0.436
H 0.814 -2.613 0.550
H 1.594 -1.816 -1.167
*
```

***

3.
ORCA calculation (wB97M-V/def2-TZVPD) on C4H10N2O in the gas phase at a distorted geometry.

The energy above the lowest of the compared OMol25 structures with the same formula, charge and spin comes out at 177.3 kJ/mol. The HOMO energy is -9.32 eV. As for the maximum force: 2.5 eV/Å. The calculation puts the energy at -343.13393 Eh.

The geometry in ORCA input format:
```
! wB97M-V def2-TZVPD RIJCOSX def2/J DEFGRID3
* xyz 0 1
C -2.472 1.076 -0.639
N -1.460 0.544 0.103
C -0.163 1.242 0.010
C 1.018 0.413 0.401
N 1.236 -0.695 -0.592
C 1.493 -1.951 0.171
O -2.387 1.934 -1.476
H -3.482 0.639 -0.398
H -1.470 -0.107 0.869
H -0.136 1.527 -1.065
H -0.186 2.143 0.648
H 0.986 -0.037 1.395
H 1.889 1.069 0.341
H 0.378 -0.931 -1.079
H 0.625 -2.379 0.705
H 1.908 -2.846 -0.322
H 2.224 -1.642 0.927
*
```

***

4.
ORCA calculation (wB97M-V/def2-TZVPD) on 2 unconnected molecules or ions with the total composition C4H7N2O2S at a distorted geometry.

The energy above the lowest of the compared OMol25 structures with the same formula, charge and spin comes out at 0.0 kJ/mol. The HOMO energy (spin up / spin down) is -10.67 / -14.76 eV. The expectation value of S² is 2.025. As for the maximum force: 8.8 eV/Å. The calculation puts the energy at -814.41908 Eh.

The geometry in ORCA input format:
```
! wB97M-V def2-TZVPD RIJCOSX def2/J DEFGRID3
* xyz 1 3
C 1.693 1.300 -0.144
C 0.377 1.450 -0.073
C 2.323 0.020 0.027
C 0.039 -0.968 0.005
N 1.365 -1.096 0.135
N -0.425 0.293 -0.051
O 3.506 -0.215 0.133
O -3.211 0.540 0.053
S -0.997 -2.295 -0.331
H 2.340 2.122 0.010
H -0.086 2.399 -0.365
H 1.819 -1.969 -0.018
H -4.045 0.738 -0.393
H -1.400 0.306 -0.232
H -3.426 0.387 0.972
H 0.127 -3.012 0.271
*
```

***

5.
ORCA calculation (wB97M-V/def2-TZVPD) on C5H5NO2 in the gas phase at a distorted geometry.

The energy above the lowest of the compared OMol25 structures with the same formula, charge and spin comes out at 666.3 kJ/mol. The HOMO energy is -9.00 eV. As for the maximum force: 7.0 eV/Å. The calculation puts the energy at -398.52470 Eh.

The geometry in ORCA input format:
```
! wB97M-V def2-TZVPD RIJCOSX def2/J DEFGRID3
* xyz 0 1
C 1.492 0.852 -0.951
C -0.623 0.305 0.328
C -0.500 -0.997 0.061
C -1.663 -1.852 0.498
C -2.341 -2.794 1.108
H 1.628 2.590 1.033
H 2.243 1.728 -1.013
H -1.414 0.701 0.892
H 0.354 -1.180 -0.530
H -3.165 -3.485 1.363
N 0.438 1.221 -0.252
O 0.662 2.535 0.388
O 1.725 -0.283 -1.170
*
```

***

6.
ORCA calculation (wB97M-V/def2-TZVPD) on 21 unconnected molecules or ions with the total composition C36H61BrCl40N4O4P at a distorted geometry.

The HOMO energy is -10.82 eV. As for the maximum force: 9.0 eV/Å. The calculation puts the energy at -23250.51507 Eh.

The geometry in ORCA input format:
```
! wB97M-V def2-TZVPD RIJCOSX def2/J DEFGRID3
* xyz 1 1
C 3.901 -1.303 -0.727
C 2.345 -1.805 -0.548
Br 1.771 -1.254 1.328
C 1.308 -1.239 -1.684
C -0.135 -0.841 -0.965
N -0.392 0.557 -0.629
N -1.437 1.154 -0.019
C -2.431 0.145 0.320
C -3.754 0.771 1.136
C -4.849 1.762 0.347
C -6.055 2.242 1.382
C -6.210 1.818 2.944
N -5.211 0.909 3.575
C -4.085 0.472 2.702
C -2.483 -1.423 0.056
C -3.789 -2.311 0.523
C -4.929 -2.117 -0.657
C -6.372 -2.836 -0.320
C -7.250 -1.844 0.680
O -6.734 -1.442 1.874
O -8.581 -1.360 0.255
C -1.172 -2.034 -0.687
P -0.985 -3.890 -1.072
N -2.243 -4.332 -2.045
O -1.223 -4.814 0.415
O 0.461 -4.334 -1.933
H 4.299 -1.345 -1.835
H 3.936 -0.185 -0.345
H 4.637 -1.911 -0.012
H 2.377 -2.990 -0.545
H 1.176 -1.923 -2.626
H 1.765 -0.215 -2.094
H 0.374 1.247 -0.905
H -4.752 2.085 -0.772
H -6.900 2.948 0.932
H -7.104 2.229 3.578
H -3.279 -0.227 3.242
H -3.474 -3.461 0.484
H -4.172 -2.091 1.606
H -5.137 -0.968 -0.749
H -4.587 -2.537 -1.710
H -6.275 -3.915 0.131
H -6.964 -2.922 -1.352
H -9.314 -1.774 0.805
H -2.816 -5.062 -1.530
H -0.561 -5.565 0.462
H 0.200 -5.090 -2.559
C 5.456 -2.394 3.330
Cl 5.537 -3.600 2.040
Cl 5.777 -0.772 2.704
H 4.458 -2.413 3.773
H 6.203 -2.636 4.090
C -4.644 5.589 0.266
Cl -4.167 4.806 1.778
Cl -6.056 4.794 -0.443
H -4.889 6.634 0.469
H -3.813 5.535 -0.441
C -5.544 -5.543 -2.770
Cl -5.067 -6.326 -1.259
Cl -6.956 -6.337 -3.480
H -5.789 -4.497 -2.568
H -4.713 -5.597 -3.477
C 8.130 -0.822 5.712
Cl 7.228 -2.167 6.421
Cl 9.793 -1.295 5.344
H 7.636 -0.510 4.789
H 8.145 0.009 6.422
C -6.888 -6.604 -7.425
Cl -5.307 -6.997 -8.112
Cl -7.474 -5.049 -8.027
H -7.600 -7.385 -7.703
H -6.801 -6.555 -6.337
C -3.616 -5.003 3.498
Cl -1.873 -5.025 3.788
Cl -3.977 -5.186 1.777
H -4.079 -5.826 4.048
H -4.023 -4.051 3.848
C 12.154 -0.988 2.044
Cl 12.813 -1.072 0.406
Cl 10.579 -0.187 2.055
H 12.041 -2.002 2.434
H 12.845 -0.425 2.676
C 3.661 -2.859 7.595
Cl 3.756 -2.193 5.961
Cl 3.904 -4.610 7.583
H 4.434 -2.397 8.214
H 2.675 -2.640 8.012
C -5.803 -8.607 -11.951
Cl -6.005 -10.356 -12.107
Cl -7.087 -7.905 -10.959
H -4.838 -8.400 -11.482
H -5.835 -8.155 -12.946
C 11.235 1.878 5.987
Cl 12.085 3.315 5.405
Cl 9.724 2.316 6.793
H 11.010 1.230 5.137
H 11.876 1.348 6.695
C -5.727 6.496 5.385
Cl -4.032 6.930 5.636
Cl -5.898 4.769 5.050
H -6.294 6.741 6.286
H -6.118 7.064 4.537
C -9.347 7.989 4.319
Cl -8.201 6.791 3.705
Cl -8.701 8.817 5.741
H -9.543 8.727 3.537
H -10.277 7.485 4.592
C -5.210 7.268 -3.570
Cl -4.064 6.069 -4.183
Cl -4.564 8.095 -2.147
H -5.406 8.005 -4.351
H -6.140 6.763 -3.296
C -2.238 -6.902 -12.276
Cl -3.657 -6.191 -13.056
Cl -2.683 -7.727 -10.778
H -1.782 -7.625 -12.958
H -1.523 -6.109 -12.047
C 9.096 0.544 -1.597
Cl 7.950 1.292 -0.478
Cl 9.264 1.505 -3.071
H 10.071 0.467 -1.109
H 8.736 -0.453 -1.861
C -4.709 3.861 -7.394
Cl -4.050 3.777 -9.032
Cl -6.284 4.662 -7.382
H -4.822 2.847 -7.004
H -4.018 4.425 -6.761
C 14.321 0.972 8.950
Cl 16.064 0.951 9.240
Cl 13.960 0.789 7.229
H 13.858 0.149 9.500
H 13.914 1.924 9.299
C 11.234 5.612 1.943
Cl 11.032 3.863 1.787
Cl 9.950 6.314 2.935
H 12.199 5.819 2.412
H 11.202 6.064 0.948
C 6.734 4.815 7.892
Cl 6.532 3.066 7.736
Cl 5.450 5.517 8.884
H 7.699 5.022 8.361
H 6.702 5.267 6.898
C -4.747 7.539 -9.699
Cl -4.965 8.468 -11.187
Cl -4.928 8.570 -8.274
H -5.498 6.746 -9.661
H -3.746 7.100 -9.696
*
```

***

7.
ORCA calculation (wB97M-V/def2-TZVPD) on a gas-phase ion, C6H10N (charge +1) at a distorted geometry.

The energy above the lowest of the compared OMol25 structures with the same formula, charge and spin comes out at 538.9 kJ/mol. The HOMO energy (spin up / spin down) is -12.21 / -12.21 eV. As for the maximum force: 4.8 eV/Å. The calculation puts the energy at -288.87770 Eh.

The geometry in ORCA input format:
```
! wB97M-V def2-TZVPD RIJCOSX def2/J DEFGRID3
* xyz 1 1
C -0.514 0.057 -0.987
C -0.887 -0.163 -2.289
C 0.452 0.042 2.649
C 1.074 1.160 1.673
C -0.586 -0.383 0.424
C -0.200 -0.969 -3.240
N -0.276 0.614 1.499
H -0.225 1.076 -1.098
H 0.656 -0.936 2.572
H 0.107 0.195 3.756
H 1.145 2.133 2.182
H 1.929 0.937 0.940
H -1.335 -1.090 0.794
H -0.760 -1.881 -3.100
H 0.849 -1.272 -3.076
H -0.297 -0.718 -4.387
H -1.132 1.197 1.689
*
```

***

8.
ORCA calculation (wB97M-V/def2-TZVPD) on C5H9N in the gas phase at a distorted geometry.

The energy above the lowest of the compared OMol25 structures with the same formula, charge and spin comes out at 196.5 kJ/mol. The HOMO energy is -9.36 eV. As for the maximum force: 4.1 eV/Å. The calculation puts the energy at -250.59209 Eh.

The geometry in ORCA input format:
```
! wB97M-V def2-TZVPD RIJCOSX def2/J DEFGRID3
* xyz 0 1
C -0.224 -1.233 -0.032
C 0.270 -0.393 -1.192
C 0.415 1.051 -0.710
C -0.172 1.129 0.698
C -0.856 -0.229 0.983
H -0.952 -1.936 -0.467
H 0.688 -1.708 0.495
H -0.564 -0.313 -2.020
H 1.242 -0.562 -1.684
H 0.598 1.908 -1.359
H 1.390 0.085 0.706
H -0.405 2.005 1.296
H -0.776 -0.743 1.856
H -1.886 -0.113 0.870
N 1.232 1.054 0.559
*
```